1.
Formula: H12O6
Source: the Open Molecules 2025 dataset
Level of theory: wB97M-V/def2-TZVPD

```
18
Properties=species:S:1:pos:R:3
O -0.2360 0.5974 0.4811
H 0.4641 0.5317 -0.1823
H 0.2101 0.8969 1.2889
O 0.3337 0.5201 -3.0345
H -0.5522 0.3042 -2.7261
H 0.9483 0.0344 -2.4669
O 1.0603 0.3595 3.0123
H 1.7333 0.4867 3.6880
H 0.2562 0.1423 3.4975
O 2.1352 -0.7096 -1.0389
H 1.7693 -1.5222 -0.6701
H 3.0843 -0.8599 -1.0915
O -1.6592 -1.8556 0.5483
H -1.1623 -1.0175 0.5157
H -1.2261 -2.3799 1.2270
O -2.3587 1.8322 -1.2074
H -1.7001 1.4198 -0.6332
H -3.1003 1.2196 -1.2082
```

Results
Energy above the lowest of the compared OMol25 structures with the same formula, charge and spin ... 91.99 kJ/mol
SMILES string ... O.O.O.O.O.O
Net charge ... 0
HOMO-LUMO gap ... 10.689 eV
HOMO ... -10.72 eV
Maximum force ... 0.2 eV/A

2.
Formula: C40H47N7O3RuS2SbSe
Source: the Open Molecules 2025 dataset
Level of theory: wB97M-V/def2-TZVPD

```
102
Properties=species:S:1:pos:R:3
Ru 1.1626 0.4599 -1.3107
N 5.0356 1.2250 -0.6193
C 3.8549 1.5721 -1.1821
O 3.4770 1.0874 -2.2400
C 3.0535 2.6415 -0.4698
C 1.6166 2.6731 -0.9867
H 5.4869 0.4025 -0.9867
H 5.2487 1.4923 0.3248
H 3.5738 3.5984 -0.6084
H 3.0568 2.4244 0.6009
H 1.5755 3.1650 -1.9635
H 1.0034 3.2436 -0.2831
C 5.1620 -5.7150 -0.0552
C 3.9534 -5.0103 -0.5935
C 2.9579 -5.6900 -1.2947
C 1.8832 -4.9334 -1.7200
N 1.7803 -3.6305 -1.4906
C 2.7922 -3.0458 -0.8224
S 2.7385 -1.3550 -0.4780
N 3.8685 -3.7074 -0.3644
H 5.1493 -6.7736 -0.3093
H 5.1949 -5.6047 1.0289
H 6.0653 -5.2583 -0.4588
H 3.0148 -6.7506 -1.4924
H 1.0568 -5.3813 -2.2666
C 3.8089 0.6174 2.6139
C 2.8424 0.4037 3.7501
C 3.3293 0.3011 5.0532
C 2.4766 0.1072 6.1263
C 1.1109 -0.0045 5.9107
C 0.6139 0.1047 4.6233
C 1.4643 0.3265 3.5449
Sb 0.5397 0.4965 1.5814
C -0.4129 -1.4291 1.9650
C 0.5287 -2.4528 1.8325
C 0.1891 -3.7807 2.0238
C -1.1137 -4.1078 2.3688
C -2.0475 -3.0997 2.5241
C -1.7210 -1.7540 2.3348
C -2.8061 -0.7379 2.5753
C -0.8467 2.0313 2.2930
C -0.4171 2.7318 3.4207
C -1.1519 3.7804 3.9517
C -2.3352 4.1599 3.3492
C -2.7609 3.4992 2.2099
C -2.0256 2.4487 1.6628
C -2.5192 1.8915 0.3584
H 4.8110 0.2963 2.8974
H 3.8543 1.6809 2.3621
H 3.5102 0.0593 1.7236
H 4.3962 0.3811 5.2271
H 2.8783 0.0372 7.1289
H 0.4369 -0.1739 6.7404
H -0.4546 0.0271 4.4570
H 1.5510 -2.2094 1.5674
H 0.9424 -4.5510 1.9115
H -1.3945 -5.1410 2.5327
H -3.0625 -3.3523 2.8133
H -3.5173 -0.7155 1.7454
H -2.3975 0.2586 2.6982
H -3.3627 -0.9956 3.4773
H 0.5054 2.4417 3.9049
H -0.7988 4.2907 4.8387
H -2.9230 4.9715 3.7581
H -3.6778 3.8097 1.7238
H -3.5987 2.0327 0.2809
H -2.2805 0.8366 0.2343
H -0.9148 2.4221 -0.8926
C -3.3692 -2.0510 -1.2098
N -2.0837 -2.7065 -1.0798
C -2.0990 -4.1484 -0.9837
C -0.9449 -2.0086 -1.0330
O -0.9138 -0.7723 -1.0405
H -3.9741 -2.2111 -0.3137
H -3.9062 -2.4527 -2.0726
H -3.2003 -0.9853 -1.3431
H -2.4442 -4.5950 -1.9209
H -2.7750 -4.4573 -0.1840
H -1.0974 -4.5087 -0.7586
H -0.0353 -2.6154 -1.0077
C -2.4630 0.0290 -4.4085
N -1.7762 1.2927 -4.5135
C -0.4607 1.4761 -4.2678
Se 0.8046 0.2014 -3.8460
N -0.1855 2.7759 -4.5297
C -1.3320 3.4481 -4.9049
C -1.5872 4.7748 -5.2115
C -2.8995 5.1149 -5.4957
C -3.9182 4.1633 -5.4871
C -3.6609 2.8343 -5.1942
C -2.3517 2.4935 -4.8979
H -1.8610 -0.6345 -3.7914
H -2.5903 -0.4202 -5.3949
H -3.4394 0.1799 -3.9500
H 0.7338 3.1646 -4.4004
H -0.8033 5.5194 -5.1940
H -3.1432 6.1457 -5.7128
H -4.9330 4.4711 -5.6969
H -4.4558 2.1018 -5.1767
O -3.6982 4.4090 -0.6139
S -2.2367 4.2713 -0.7849
N -1.9108 2.6306 -0.7432
```

Results
Energy above the lowest of the compared OMol25 structures with the same formula, charge and spin ... 110.98 kJ/mol
Net charge ... 0
HOMO-LUMO gap (spin up / spin down) ... 6.635 / 6.282 eV
<S²> ... 0.7546
Spin multiplicity ... 2
HOMO (spin up / spin down) ... -6.43 / -6.43 eV
Maximum force ... 1.3 eV/A

3.
Formula: C24H19F6GaN4O7PS3
Source: the Open Molecules 2025 dataset
Level of theory: wB97M-V/def2-TZVPD

```
65
Properties=species:S:1:pos:R:3
Ga -0.5007 -0.5748 0.3246
F 2.4250 -0.3767 0.9359
C 2.9979 -1.5879 1.0223
F 4.1559 -1.5392 0.4063
F 3.1676 -1.8799 2.2955
S 1.8638 -2.8400 0.1851
O 0.9200 -1.9272 -0.5200
O 2.6578 -3.6786 -0.6279
N 1.1149 -3.5973 1.3485
S -0.1012 -2.7824 1.8938
O -1.2450 -2.7187 0.9914
O 0.2795 -1.4402 2.3446
C -0.7140 -3.8111 3.3116
F -1.7412 -3.1679 3.8399
F 0.2113 -4.0082 4.2176
F -1.1242 -4.9582 2.8044
O 4.1779 5.6664 4.6469
S 3.5722 6.9781 4.6005
O 2.4953 7.2074 5.5515
O 4.4534 8.0831 4.3217
C 2.4513 6.9055 3.0974
N 1.9510 8.0497 2.6267
C 1.0529 7.9296 1.6581
C 0.6483 6.6861 1.1729
C 1.2421 5.5648 1.7302
N 2.1446 5.6793 2.7035
C 0.9260 4.1744 1.3703
C 0.3635 3.8157 0.1414
C 0.0536 2.4954 -0.0762
N 0.2790 1.5478 0.8461
C 0.8437 1.8757 2.0175
C 1.1893 3.1714 2.3091
H 0.6499 8.8542 1.2613
H -0.1148 6.6197 0.4077
H 0.1897 4.5437 -0.6374
H -0.3990 2.1651 -1.0036
H 1.0024 1.0706 2.7227
H 1.6665 3.4356 3.2450
C -2.5814 -0.1820 -2.7791
P -1.5951 -1.4916 -1.9939
C -0.3791 -2.0734 -3.1522
C 0.0683 -1.2252 -4.1710
C 1.1096 -1.6243 -4.9884
C 1.7171 -2.8582 -4.7904
C 1.2796 -3.7001 -3.7728
C 0.2533 -3.3044 -2.9394
C -2.7768 -2.7559 -1.5309
C -2.8568 -3.9984 -2.1582
C -3.7703 -4.9314 -1.6951
C -4.5686 -4.6480 -0.5957
C -4.4830 -3.4111 0.0343
C -3.6020 -2.4609 -0.4407
H -2.9165 -0.5295 -3.7562
H -2.0017 0.7340 -2.8839
H -3.4443 0.0163 -2.1450
H -0.3985 -0.2618 -4.3283
H 1.4521 -0.9638 -5.7726
H 2.5405 -3.1553 -5.4253
H 1.7547 -4.6594 -3.6220
H -0.0494 -3.9347 -2.1131
H -2.2250 -4.2364 -3.0029
H -3.8622 -5.8884 -2.1899
H -5.2528 -5.3976 -0.2224
H -5.0912 -3.1957 0.9019
H -3.5267 -1.4939 0.0461
```

Results
Energy above the lowest of the compared OMol25 structures with the same formula, charge and spin ... 378.93 kJ/mol
Net charge ... +1
HOMO-LUMO gap ... 1.613 eV
HOMO ... -8.82 eV
Maximum force ... 2.5 eV/A

4.
Formula: C3H4N2O
Source: the Open Molecules 2025 dataset
Level of theory: wB97M-V/def2-TZVPD

```
10
Properties=species:S:1:pos:R:3
O -0.2137 1.2736 1.3934
C -0.3318 0.7284 0.1152
C -1.2989 -0.2904 -0.1491
N -0.6891 -1.4046 -0.5151
N 0.6216 -1.0849 -0.6234
C 0.8502 0.2135 -0.3424
H 0.5139 1.8958 1.4390
H -2.3843 -0.2830 -0.0951
H 1.3130 -1.7907 -0.4186
H 1.8175 0.6908 -0.3043
```

Results
Energy above the lowest of the compared OMol25 structures with the same formula, charge and spin ... 303.77 kJ/mol
SMILES string ... Oc1cn[nH]c1
Net charge ... 0
HOMO-LUMO gap ... 8.972 eV
HOMO ... -8.25 eV
Maximum force ... 2.5 eV/A

5.
Formula: C23H24FN5O3S
Source: the Open Molecules 2025 dataset
Level of theory: wB97M-V/def2-TZVPD

```
57
Properties=species:S:1:pos:R:3
C 2.8473 2.7229 1.2860
N 2.5370 1.9623 0.1116
C 3.4314 1.2533 -0.6297
S 5.1415 1.3217 -0.3449
C 5.7084 -0.0340 -1.4260
C 5.4179 -1.3633 -0.7374
O 6.2501 -1.9425 -0.0713
N 4.1657 -1.8093 -0.9556
C 3.5999 -2.8456 -0.1256
C 3.1483 -2.2632 1.2320
C 2.2871 -3.2535 2.0200
C 0.8812 -2.9757 1.4762
C 0.9881 -1.5531 0.8957
O 2.3278 -1.1216 1.0665
N 2.8159 0.5660 -1.5614
N 1.5057 0.8039 -1.4363
C 1.3235 1.6408 -0.4466
C 0.0183 2.1230 -0.0327
C -0.1852 3.3822 0.5291
C -1.4622 3.7682 0.8953
C -2.5471 2.9305 0.7118
C -2.3551 1.6809 0.1263
N -3.3911 0.7767 -0.1155
C -4.7083 0.8887 0.2082
O -5.2075 1.8547 0.7472
C -5.5560 -0.2844 -0.1867
C -6.9072 -0.0298 -0.4204
C -7.7819 -1.0409 -0.7663
C -7.3262 -2.3453 -0.8711
C -5.9955 -2.6320 -0.6248
C -5.1323 -1.6056 -0.2899
F -3.8394 -1.9379 -0.0446
C -1.0742 1.2888 -0.2456
H 2.0089 2.6790 1.9798
H 3.7313 2.2900 1.7562
H 3.0638 3.7633 1.0318
H 5.1996 0.0690 -2.3820
H 6.7828 0.1109 -1.5264
H 3.5060 -1.1606 -1.3877
H 2.7555 -3.2881 -0.6558
H 4.3667 -3.6024 0.0532
H 4.0369 -1.9299 1.7762
H 2.3396 -3.0196 3.0831
H 2.6050 -4.2821 1.8688
H 0.6162 -3.6879 0.6959
H 0.1260 -3.0311 2.2570
H 0.3517 -0.8347 1.4197
H 0.7277 -1.5339 -0.1699
H 0.6349 4.0717 0.6497
H -1.6180 4.7440 1.3303
H -3.5353 3.2380 1.0080
H -3.0824 -0.0732 -0.5656
H -7.2468 0.9897 -0.3180
H -8.8206 -0.8142 -0.9495
H -8.0041 -3.1415 -1.1371
H -5.6138 -3.6392 -0.6843
H -0.9064 0.3287 -0.7088
```

Results
Energy above the lowest of the compared OMol25 structures with the same formula, charge and spin ... 0.00 kJ/mol
SMILES string ... Cn1c(SCC(=O)NC[C@@H]2CCCO2)nnc1-c1cccc(NC(=O)c2ccccc2F)c1
Net charge ... 0
HOMO-LUMO gap ... 8.530 eV
HOMO ... -8.26 eV
Maximum force ... 1.2 eV/A

6.
Formula: C30H43BrN2P2Pb
Source: the Open Molecules 2025 dataset
Level of theory: wB97M-V/def2-TZVPD

```
79
Properties=species:S:1:pos:R:3
C 1.8303 3.8701 -0.0817
C 0.7839 3.2402 -0.7934
C 0.9348 3.1119 -2.1957
C 2.0055 3.7753 -2.8241
N 2.9431 4.4289 -2.1344
C 2.8595 4.5030 -0.8040
C -0.3533 2.7212 -0.1264
C -1.3142 2.1800 0.4766
C -2.6726 2.3030 0.9279
C -3.4111 1.2574 1.5071
C -4.7429 1.4647 1.8860
C -5.3299 2.7263 1.6972
C -4.6032 3.7799 1.1151
C -3.2846 3.5449 0.7292
Pb -0.0175 0.0953 0.5012
P 2.5334 -0.4298 -0.0642
H 0.2119 2.5684 -2.7982
H 1.8327 3.9089 1.0042
H 2.0837 3.7749 -3.9157
H 3.6213 5.0861 -0.2775
H -2.7020 4.3320 0.2586
H -2.9469 0.2828 1.6719
H -5.0600 4.7498 0.9732
H -5.3193 0.6615 2.3272
C 2.9241 -2.1626 0.3748
C 4.0442 -2.7770 -0.4575
H 1.9824 -2.7184 0.2292
H 3.1601 -2.2313 1.4493
H 4.2104 -3.8117 -0.1386
H 3.7935 -2.8009 -1.5183
H 4.9903 -2.2420 -0.3302
C 2.6264 -0.1590 -1.8763
C 3.9909 0.2974 -2.3727
H 1.8765 0.6246 -2.0806
H 2.2934 -1.0557 -2.4260
H 3.9584 0.4399 -3.4593
H 4.2759 1.2574 -1.9359
H 4.7774 -0.4355 -2.1642
C 3.5715 0.7714 0.8381
C 5.0240 0.3288 1.0019
H 3.0840 0.8621 1.8248
H 3.5099 1.7695 0.3754
H 5.5800 1.0933 1.5561
H 5.0960 -0.6004 1.5656
H 5.5273 0.1990 0.0390
Br -7.1150 3.0181 2.2483
P -1.5668 -1.4439 -0.9834
C -0.4545 -2.3668 -2.0969
C -1.1205 -3.6009 -2.6886
H 0.4274 -2.6442 -1.4903
H -0.0812 -1.7064 -2.8968
H -0.4091 -4.1159 -3.3430
H -1.4278 -4.3059 -1.9147
H -1.9917 -3.3385 -3.2968
C -2.5668 -2.5312 0.0797
C -3.8843 -2.9360 -0.5712
H -2.7348 -1.9631 1.0113
H -1.9824 -3.4242 0.3583
H -4.4336 -3.5935 0.1108
H -4.5174 -2.0712 -0.7798
H -3.7222 -3.4885 -1.5021
C -2.5779 -0.2148 -1.8795
C -3.0619 -0.7079 -3.2384
H -1.9372 0.6748 -1.9887
H -3.4290 0.1026 -1.2571
H -3.6552 0.0800 -3.7137
H -2.2294 -0.9412 -3.9031
H -3.7037 -1.5898 -3.1482
C -0.2152 -1.3877 5.4721
C -0.4628 -0.0519 5.0945
C -0.4120 0.3089 3.7441
N -0.1277 -0.5897 2.7731
C 0.1046 -1.8807 3.1133
C 0.0748 -2.3075 4.4449
H -0.2525 -1.6974 6.5102
H -0.6978 0.7118 5.8149
H -0.6076 1.3364 3.4190
H 0.3184 -2.5746 2.2956
H 0.2736 -3.3445 4.6476
```

Results
Net charge ... +4
HOMO-LUMO gap ... 3.879 eV
HOMO ... -18.28 eV
Maximum force ... 1.3 eV/A

net charge of number 3 (C24H19F6GaN4O7PS3)?
+1